No. 1
Here is a cluster of 2 separate species, C4H9NO in total from the Open Molecules 2025 dataset. Energies are from wB97M-V/def2-TZVPD.

The calculated total energy comes out at -7827.4840 eV. The energy relative to the best compared isomer or geometry (same formula, charge and spin) comes out at 111.52 kcal per mole. The calculation puts the HOMO energy (spin up / spin down) at -0.2664 / -0.2668 Eh. As for the gap between HOMO and LUMO (spin up / spin down): 6.75 / 6.77 eV.

Cartesian coordinates (Å):
C 0.24484 -0.07432 -1.82303
C 0.57803 -0.75485 -0.54057
C -1.45804 0.26122 0.58111
C -0.49503 0.03485 1.57085
O -0.50255 -0.66537 2.57506
N 0.83074 0.56855 1.16466
H 0.86764 -0.51772 -2.61604
H 0.49940 0.99006 -1.79061
H -0.81273 -0.17204 -2.06963
H -0.00586 -1.61697 -0.24832
H 1.63996 -0.87295 -0.35718
H -1.36843 1.12226 -0.07410
H -2.45283 -0.14209 0.73855
H 1.51424 0.35867 1.88747
H 0.83371 1.56019 0.94216



No. 2
Here is a structure of composition C32H42N10O2S3SiTeTi from the Open Molecules 2025 dataset. Energies are from wB97M-V/def2-TZVPD.

The calculated total energy comes out at -123646.1536 eV. As for the total charge: +2. The energy relative to the best compared isomer or geometry (same formula, charge and spin) comes out at 7.47 kcal per mole. The calculation puts the HOMO energy at -0.4501 Eh. As for the gap between HOMO and LUMO: 6.37 eV.

Cartesian coordinates (Å):
Ti 0.29819 -0.08428 0.34701
C 0.56855 -2.75414 -2.40073
C 1.29872 -2.92349 -1.10752
C 2.08494 -4.02829 -0.82781
C 2.69732 -4.12584 0.41673
C 2.55791 -3.12824 1.36455
C 1.78368 -2.02311 1.01531
N 1.16620 -1.97277 -0.17410
N 1.53031 -0.84302 1.71387
Si 2.17056 -0.68179 3.39767
C 4.03787 -0.59066 3.34137
C 1.58841 0.82924 4.30474
C 1.58622 -2.19682 4.33133
H -0.46014 -3.11001 -2.30477
H 1.04636 -3.33103 -3.18929
H 0.55082 -1.70461 -2.69619
H 2.20821 -4.80135 -1.57156
H 3.29924 -4.99441 0.64835
H 3.03583 -3.20618 2.32665
H 4.36725 0.30578 2.80918
H 4.52899 -1.46761 2.92002
H 4.40771 -0.48738 4.36326
H 0.52455 1.04831 4.24028
H 2.14182 1.71605 4.00714
H 1.81180 0.63279 5.35599
H 2.35494 -2.95743 4.46387
H 0.73343 -2.66542 3.83594
H 1.25561 -1.90401 5.32867
O -5.05290 -2.86567 -3.20407
C -4.59664 -3.48974 -2.02925
C -3.44968 -2.69833 -1.47420
C -2.75319 -3.16243 -0.35760
C -1.73921 -2.39977 0.16546
N -1.38152 -1.22081 -0.36898
C -2.02197 -0.78067 -1.45474
C -3.06226 -1.49467 -2.03491
C -1.53184 0.50988 -1.99528
C -1.90536 0.93634 -3.25701
C -1.46284 2.17230 -3.70804
C -1.84681 2.69633 -5.06054
O -2.55287 1.69408 -5.75042
C -0.64856 2.91544 -2.86106
C -0.27867 2.39507 -1.63952
N -0.70115 1.20334 -1.19382
H -5.78756 -3.36739 -3.57069
H -4.25633 -4.51618 -2.21332
H -5.37933 -3.53352 -1.26078
H -3.00871 -4.09939 0.11865
H -1.19249 -2.71144 1.04683
H -3.59260 -1.11896 -2.89499
H -2.53116 0.32878 -3.89001
H -0.93796 3.00085 -5.59156
H -2.46118 3.59388 -4.91324
H -2.78150 2.00768 -6.63070
H -0.26753 3.88436 -3.15553
H 0.39948 2.92035 -0.98083
C -1.86999 5.65236 3.25658
C -0.65292 4.85135 2.99895
N 0.45946 4.92569 3.65727
N 1.26027 3.99366 3.07268
C 0.67587 3.33325 2.07214
S 1.48603 2.12062 1.18003
N -0.55254 3.89671 2.00312
N -1.49611 3.58729 1.03543
H -1.63118 6.40950 3.99826
H -2.67469 5.02482 3.64132
H -2.22106 6.14378 2.34902
H 2.20124 3.85272 3.40202
H -1.66693 4.41288 0.46888
H -2.35539 3.29338 1.48761
C 4.68911 0.14741 -3.39903
N 4.72033 -0.10212 -1.96626
C 5.84147 -0.47144 -1.24540
C 5.47375 -0.56987 0.04938
N 4.13123 -0.25740 0.09678
C 3.67779 0.03453 -1.12856
S 2.10702 0.53195 -1.57437
H 5.50047 -0.40884 -3.86003
H 4.80703 1.21110 -3.59899
H 3.73874 -0.19616 -3.80096
H 6.79002 -0.63111 -1.72340
H 6.03749 -0.82562 0.92636
H 3.55505 -0.17666 0.92341
Te -1.46205 0.24297 2.40521
C -3.31590 0.14155 1.43343
C -4.28319 -0.79396 1.67059
C -5.46762 -0.58704 0.90883
C -5.38582 0.50473 0.10394
S -3.87040 1.27956 0.26863
H -4.15999 -1.59802 2.38124
H -6.34402 -1.21345 0.97317
H -6.13549 0.88989 -0.56710



No. 3
Here is a cluster of 2 separate species, C6H8 in total from the Open Molecules 2025 dataset. Energies are from wB97M-V/def2-TZVPD.

The calculated total energy comes out at -6345.3948 eV. The energy relative to the best compared isomer or geometry (same formula, charge and spin) comes out at 124.27 kcal per mole. The calculation puts the HOMO energy at -0.3353 Eh. As for the gap between HOMO and LUMO: 9.13 eV.

Cartesian coordinates (Å):
C -1.57679 0.82180 0.32499
C 0.39503 -0.99464 0.19993
C -1.96019 1.41169 -0.78390
C 1.28143 -0.18450 0.19643
C -0.56006 -2.12467 0.13016
C 2.19683 0.95116 0.41471
H -1.81794 1.22942 -1.82138
H -2.64628 2.23343 -0.58304
H 0.06935 -3.04296 0.40433
H -1.16332 -2.31370 -0.79525
H -1.28842 -1.75538 0.92888
H 1.76518 1.74622 -0.22983
H 3.18206 0.71211 0.19609
H 2.12313 1.31002 1.41788



No. 4
Here is a cluster of 2 separate species, C14H22NO2 in total from the Open Molecules 2025 dataset. Energies are from wB97M-V/def2-TZVPD.

The calculated total energy comes out at -20453.8272 eV. As for the total charge: -1. The energy relative to the best compared isomer or geometry (same formula, charge and spin) comes out at 43.04 kcal per mole. The calculation puts the HOMO energy at -0.0525 Eh. As for the gap between HOMO and LUMO: 3.66 eV.

Cartesian coordinates (Å):
C 4.55085 1.35756 2.31238
C 3.10638 0.69265 2.14857
O 3.11976 -0.71342 1.71867
C 2.35013 -0.93454 0.55619
C 3.06483 -1.59024 -0.68342
C 2.31278 -1.92167 -2.01290
C 3.13534 -2.63701 -3.20659
C 0.79791 -1.60615 -2.18719
C 0.09753 -0.95295 -0.94151
C 0.83890 -0.63206 0.38511
C -0.02438 -0.01217 1.57322
C -1.46677 -0.69136 1.75751
C -0.30922 1.57419 1.30988
H 4.39523 2.18527 3.11520
H 4.83992 1.92758 1.35975
H 2.61562 0.70254 3.20044
H 2.39431 1.31682 1.47845
H 4.17723 -1.87923 -0.66323
H 2.53232 -3.56516 -3.54177
H 3.35009 -1.94111 -4.08313
H 4.13304 -3.03596 -2.78615
H 0.22394 -1.85378 -3.14337
H -1.02763 -0.73404 -1.02812
H 0.56469 -0.04065 2.56679
H -2.06193 -0.50460 0.79752
H -1.98871 -0.12124 2.61422
H -1.37456 -1.79215 2.03737
H -1.27828 1.72371 0.69217
H -0.45213 2.11816 2.31815
H 0.52646 2.08099 0.72388
O -3.46309 0.07183 -1.06157
C -4.28814 0.96682 -1.00810
N -3.95430 2.24639 -1.32660
C -5.71629 0.74099 -0.59420
H -4.60038 3.01622 -1.29699
H -3.00096 2.42220 -1.60708
H -5.73328 0.33622 0.41912
H -6.17737 0.02871 -1.28054
H -6.29550 1.66669 -0.61038